No. 1
A structure of composition C29H47Cl3GeHgN7O2PS2. Source: the Open Molecules 2025 dataset; level of theory: the ωB97M-V functional and the def2-TZVPD basis.

Each line ends with the Mulliken charge.
Atoms and positions in Å:
Hg (-0.61641, 0.05039, -0.19824)  1.74
C (-0.28723, 5.56161, 1.62510)  -1.18
N (-0.95709, 4.41370, 1.03652)  0.55
C (-2.38998, 4.43435, 1.24351)  -1.46
C (-0.33992, 3.16235, 1.15484)  0.00
N (-0.84297, 2.10308, 1.64974)  -0.46
N (0.94391, 3.18851, 0.61660)  0.17
C (1.82951, 2.14309, 0.40529)  0.39
N (3.11631, 2.57152, 0.20067)  -0.44
N (1.46057, 0.91640, 0.45008)  -0.11
H (-0.58712, 6.46956, 1.09951)  0.36
H (0.79357, 5.46749, 1.55701)  0.39
H (-0.54944, 5.67475, 2.68752)  0.31
H (-2.78239, 5.36476, 0.83205)  0.35
H (-2.66005, 4.38589, 2.31054)  0.38
H (-2.85869, 3.60969, 0.70871)  0.31
H (-1.78153, 2.27489, 1.99299)  0.18
H (1.16243, 4.03484, 0.11570)  0.40
H (3.20904, 3.52570, -0.13370)  0.11
H (3.67807, 1.98428, -0.41036)  0.09
H (2.22027, 0.27614, 0.23410)  -0.42
N (-0.37516, -1.05549, 1.81621)  -0.15
C (-1.48636, -1.74467, 2.49405)  -0.85
C (-2.27409, -2.62891, 1.54056)  -0.30
C (-1.51360, -3.89975, 1.15375)  0.29
C (-1.91408, -4.44350, -0.21273)  -0.75
N (-1.57940, -3.46724, -1.23586)  -0.25
H (0.38637, -1.71210, 1.63141)  -0.37
H (0.02537, -0.35350, 2.43033)  0.21
H (-2.13393, -0.98138, 2.93008)  0.42
H (-1.08819, -2.35603, 3.31398)  0.31
H (-2.51985, -2.06187, 0.63925)  -0.04
H (-3.22137, -2.89419, 2.02195)  0.38
H (-1.66059, -4.67354, 1.91416)  0.36
H (-0.43685, -3.70486, 1.13882)  -0.50
H (-2.99836, -4.60365, -0.24104)  0.40
H (-1.44255, -5.42838, -0.35379)  0.27
H (-1.93215, -3.70280, -2.15195)  0.22
H (-0.57890, -3.30256, -1.28960)  -0.14
Cl (4.16769, 1.33276, -2.64918)  -0.47
Ge (2.73291, 3.02802, -3.39927)  0.52
Cl (3.56430, 4.75879, -2.01752)  -0.51
Cl (3.96057, 3.58467, -5.23242)  -0.49
C (5.06408, -1.61550, 0.71490)  -1.14
C (5.14442, -2.85041, -0.16442)  0.55
C (5.16882, -2.51342, -1.64421)  -1.12
O (4.11573, -3.82931, 0.10412)  -0.39
P (2.57455, -3.55685, 0.52207)  1.01
S (2.37856, -3.18995, 2.44472)  -0.61
S (1.74709, -2.25785, -0.72763)  -0.65
O (2.00396, -5.04706, 0.29383)  -0.49
C (2.22428, -5.95203, -0.79936)  0.66
C (2.24178, -5.30219, -2.17062)  -1.05
C (3.47295, -6.77997, -0.53777)  -1.37
H (5.93524, -0.98837, 0.51256)  0.52
H (5.04687, -1.88341, 1.77008)  0.33
H (4.16642, -1.03707, 0.49810)  0.03
H (6.06185, -3.38899, 0.09080)  0.22
H (4.27919, -1.95535, -1.93287)  0.12
H (5.21686, -3.42756, -2.23979)  0.24
H (6.04827, -1.90663, -1.87188)  0.49
H (1.35435, -6.61247, -0.74335)  0.30
H (3.08553, -4.62157, -2.28053)  0.09
H (1.33290, -4.73232, -2.35522)  0.18
H (2.32625, -6.09146, -2.92276)  0.48
H (4.36514, -6.15983, -0.61536)  0.17
H (3.53680, -7.59140, -1.26755)  0.47
H (3.43750, -7.20922, 0.46411)  0.32
C (-2.05431, 0.62246, -1.52217)  -0.98
C (-2.84766, 1.56841, -1.44911)  0.90
C (-3.77215, 2.62585, -1.43208)  -1.30
C (-5.02978, 2.39292, -0.75464)  0.68
C (-5.44679, 1.06798, -0.46607)  -0.75
C (-6.60593, 0.79491, 0.23242)  -0.51
C (-7.43058, 1.81700, 0.70025)  -0.45
C (-7.03462, 3.12578, 0.45556)  -0.89
C (-5.87324, 3.41171, -0.24509)  -0.18
C (-3.34734, 3.88784, -2.02387)  0.72
C (-1.97442, 4.13278, -2.26272)  -0.55
C (-1.51651, 5.32188, -2.79633)  -0.72
C (-2.40156, 6.34241, -3.13752)  -0.56
C (-3.75859, 6.11491, -2.95251)  -0.66
C (-4.22395, 4.92209, -2.41814)  -0.36
H (-4.81794, 0.25478, -0.80702)  0.39
H (-6.87395, -0.24083, 0.41578)  0.36
H (-8.34117, 1.59894, 1.24493)  0.36
H (-7.63508, 3.94960, 0.82969)  0.33
H (-5.58897, 4.44678, -0.36711)  0.39
H (-1.26609, 3.34959, -2.02064)  0.45
H (-0.44987, 5.45085, -2.94935)  0.43
H (-2.04302, 7.27486, -3.55642)  0.38
H (-4.47773, 6.87408, -3.24466)  0.35
H (-5.29132, 4.77153, -2.34082)  0.62

Atoms 1-2, force components in eV/Å:
-0.328 0.089 0.150
0.015 0.025 -0.073

The HOMO energy is -0.0349 Ha. Its calculated total energy is -6415.9634 a.u. Its total charge is -2.


No. 2
A cluster of 2 separate species, C6H7N in total. Source: the Open Molecules 2025 dataset; level of theory: the ωB97M-V functional and the def2-TZVPD basis.

Each line ends with the natural charge from an NBO analysis.
Atoms and positions in Å:
N (0.47564, -2.86168, 1.07235)  -0.32
C (0.52471, -1.70650, 1.03709)  0.30
C (0.59583, -0.24056, 1.00407)  -0.41
C (-0.71220, 0.43372, 1.35731)  -0.16
C (-1.04782, 1.27415, 0.36949)  -0.22
C (-0.04187, 1.20068, -0.70280)  -0.22
C (0.90666, 0.31580, -0.36820)  -0.16
H (1.37684, 0.06965, 1.71482)  0.28
H (-1.24514, 0.24281, 2.28079)  0.23
H (-1.92190, 1.91612, 0.34740)  0.23
H (-0.08106, 1.77477, -1.62245)  0.23
H (1.77215, 0.01555, -0.94653)  0.23
H (-0.47075, -1.17431, -2.44400)  0.00
H (-0.13111, -1.26021, -3.09934)  0.00

Atoms 1-2, force components in eV/Å:
0.042 1.129 -0.047
-0.033 -1.005 0.046

The HOMO energy is -0.3435 Ha. Its SMILES is N#CC1C=CC=C1.[H][H]. Its calculated total energy is -287.4995 a.u. Its total charge is 0.


No. 3
A cluster of 11 separate species, C24H54F16N11O32S16 in total. Source: the Open Molecules 2025 dataset; level of theory: the ωB97M-V functional and the def2-TZVPD basis.

Each line ends with the Mulliken charge.
Atoms and positions in Å:
C (3.05514, 0.58105, -5.65455)  -1.24
C (4.25407, -0.28582, -5.66999)  0.17
C (5.58647, 0.28362, -5.17243)  -0.83
N (6.71017, -0.76615, -5.09268)  0.61
C (6.44873, -1.87831, -4.08513)  -1.62
C (6.82322, -1.37119, -6.55005)  -0.70
C (8.23608, -1.90786, -6.52564)  -0.85
C (9.12372, -1.18044, -5.49564)  -0.70
C (8.10887, -0.16485, -4.85941)  -0.49
H (3.27327, 1.64895, -5.66577)  0.40
H (2.39216, 0.43665, -4.80150)  0.07
H (2.32314, 0.50353, -6.45846)  0.27
H (4.40055, -0.70706, -6.66458)  0.28
H (4.07891, -1.07601, -4.93992)  0.26
H (5.57355, 0.56691, -4.11997)  0.38
H (5.96583, 1.13426, -5.73864)  0.34
H (7.32294, -2.52432, -4.00426)  0.53
H (5.82870, -2.62222, -4.58540)  0.46
H (6.08465, -1.78380, -3.06208)  0.47
H (6.07433, -2.11459, -6.82321)  0.41
H (6.87363, -0.52180, -7.23130)  0.45
H (8.10446, -2.89420, -6.08077)  0.27
H (8.56109, -2.05151, -7.55609)  0.52
H (9.58719, -1.88192, -4.80194)  0.35
H (9.89024, -0.64583, -6.05665)  0.34
H (8.30441, 0.08753, -3.81721)  0.44
H (8.10137, 0.63320, -5.60180)  0.40
C (0.56877, -1.75512, -2.57766)  -1.04
C (0.38707, -1.06078, -1.25457)  0.66
C (-0.16339, 0.37554, -1.51312)  -0.95
N (-0.19184, 1.25413, -0.20485)  1.18
C (1.17987, 1.47577, 0.43890)  -1.25
C (-1.14404, 0.60486, 0.80599)  -0.85
C (-1.69040, 1.63333, 1.76096)  0.02
C (-1.69990, 2.87452, 0.81827)  -0.23
C (-0.84160, 2.61245, -0.45812)  -0.60
H (1.03766, -1.19694, -3.38802)  -0.14
H (-0.37583, -2.15030, -2.95137)  0.40
H (1.23371, -2.60964, -2.45215)  0.48
H (1.32262, -1.07558, -0.69544)  0.13
H (-0.36409, -1.52864, -0.61820)  -0.27
H (-1.19203, 0.34350, -1.87224)  0.47
H (0.32768, 0.95426, -2.29545)  0.47
H (1.13331, 2.03117, 1.37563)  0.37
H (1.91565, 2.01407, -0.15858)  0.31
H (1.68393, 0.59634, 0.83968)  0.39
H (-0.61626, -0.15146, 1.38694)  0.31
H (-1.81147, 0.01573, 0.17703)  0.54
H (-0.98709, 1.82699, 2.57087)  0.36
H (-2.57060, 1.33905, 2.33257)  -0.42
H (-1.29051, 3.80419, 1.21352)  0.42
H (-2.71584, 2.93063, 0.42738)  -0.21
H (-0.07248, 3.38414, -0.49080)  -0.03
H (-1.63666, 2.65716, -1.20243)  0.39
C (-4.82985, -2.28805, 2.37934)  -1.58
C (-4.79037, -1.03565, 3.20288)  1.68
C (-5.85878, -1.14866, 4.35191)  -1.19
N (-6.13771, 0.17209, 5.09297)  0.35
C (-6.40883, 1.44175, 4.24307)  -0.99
C (-4.94358, 0.44385, 6.11130)  0.55
C (-5.29743, -0.24402, 7.45506)  -0.74
C (-6.73952, -0.77540, 7.18890)  -0.81
C (-7.39806, 0.03259, 6.05796)  -0.53
H (-5.63136, -2.17202, 1.64983)  0.42
H (-5.08880, -3.18963, 2.93448)  0.53
H (-3.84006, -2.47344, 1.96216)  0.10
H (-5.10226, -0.11507, 2.70955)  -0.21
H (-3.76057, -0.76631, 3.43754)  -0.39
H (-5.64294, -1.86952, 5.14050)  0.38
H (-6.85664, -1.34268, 3.95859)  0.32
H (-6.96486, 0.98644, 3.42353)  0.53
H (-5.52069, 1.92543, 3.83644)  0.23
H (-6.93421, 2.17887, 4.85030)  0.31
H (-4.92056, 1.51268, 6.32387)  -0.51
H (-3.98013, 0.27139, 5.63158)  0.27
H (-5.36374, 0.57596, 8.17012)  0.42
H (-4.55300, -0.97575, 7.76893)  0.29
H (-7.25331, -0.43991, 8.08976)  0.49
H (-6.93344, -1.84701, 7.14237)  0.29
H (-7.69818, 1.02374, 6.39806)  0.37
H (-8.13929, -0.36411, 5.36420)  0.48
N (2.82245, 3.86207, 2.66741)  0.18
S (2.54529, 3.40863, 4.11694)  1.05
O (2.94567, 4.23644, 5.29173)  -0.47
O (2.35518, 1.96204, 4.20116)  -0.30
F (0.95753, 3.80814, 3.82866)  -0.20
S (4.49787, 4.09230, 2.97551)  0.97
O (5.25708, 3.23948, 3.93004)  -0.45
O (4.95729, 5.47934, 2.79869)  -0.53
F (4.71594, 3.48512, 1.45007)  -0.24
N (-2.73513, -5.05295, 1.24409)  -0.20
S (-3.54327, -6.14647, 0.19555)  1.08
O (-2.74366, -7.34179, -0.12197)  -0.58
O (-4.34504, -5.55216, -0.85946)  -0.59
F (-4.81742, -6.49997, 1.16809)  -0.30
S (-1.53779, -4.79620, 0.36074)  0.91
O (-1.75381, -4.50419, -1.03503)  -0.55
O (-0.30964, -5.57920, 0.72594)  -0.63
F (-1.32175, -3.35611, 1.06195)  -0.09
N (-0.69146, -2.92608, 4.73796)  -0.28
S (-0.87247, -1.36169, 5.38333)  1.05
O (-1.39127, -0.21437, 4.65049)  -0.32
O (-0.00383, -1.00813, 6.49769)  -0.61
F (-2.12693, -2.05715, 6.20338)  -0.39
S (0.73965, -2.70930, 4.28152)  0.89
O (1.74758, -2.73344, 5.30988)  -0.63
O (1.00987, -1.82416, 3.07612)  -0.37
F (0.80961, -4.18222, 3.60153)  -0.31
N (-3.51790, 5.51938, 5.77702)  -0.51
S (-4.42865, 4.38836, 6.66038)  1.06
O (-3.77375, 3.35429, 7.51614)  -0.61
O (-5.59987, 3.99609, 5.93725)  -0.55
F (-5.06910, 5.43888, 7.66397)  -0.28
S (-2.70694, 4.48883, 5.00818)  1.01
O (-3.35787, 3.35412, 4.29032)  -0.13
O (-1.36673, 4.19837, 5.55243)  -0.65
F (-2.39252, 5.36818, 3.74121)  -0.30
N (1.52152, 4.78457, -2.22234)  -0.19
S (2.80786, 4.30529, -3.19718)  0.95
O (3.43874, 5.21459, -4.22700)  -0.64
O (2.94781, 2.90032, -3.59095)  -0.36
F (3.91697, 4.40277, -1.98664)  -0.33
S (0.50134, 4.61365, -3.31790)  1.05
O (-0.12347, 3.30668, -3.54923)  -0.52
O (0.60873, 5.56440, -4.38892)  -0.65
F (-0.66792, 5.37791, -2.48434)  -0.35
N (-5.46232, 3.20398, -1.19625)  -0.37
S (-6.47582, 3.56849, -0.11222)  0.99
O (-7.59765, 2.70553, 0.26697)  -0.58
O (-6.89511, 4.96154, -0.21221)  -0.74
F (-5.55290, 3.62211, 1.16735)  -0.10
S (-5.34405, 1.50560, -0.86077)  1.13
O (-6.56096, 0.77587, -1.12869)  -0.58
O (-4.30267, 1.01483, 0.04656)  -0.47
F (-4.58229, 1.07691, -2.23876)  -0.36
N (0.97088, -3.43468, -8.02504)  -0.38
S (0.84824, -2.08631, -8.57187)  1.09
O (2.04201, -1.56986, -9.24316)  -0.65
O (-0.31524, -1.25267, -8.23208)  -0.60
F (0.17658, -2.66226, -9.94678)  -0.41
S (1.31034, -2.99395, -6.46231)  0.94
O (0.13823, -2.68655, -5.70957)  -0.51
O (2.53970, -2.22366, -6.34075)  -0.23
F (1.77918, -4.36944, -5.88752)  -0.27
N (4.92182, -4.89407, -0.48510)  -0.36
S (4.25157, -3.56320, -0.62144)  1.04
O (4.19416, -2.83011, -1.88181)  -0.30
O (4.02556, -2.67869, 0.47007)  -0.62
F (2.71625, -4.17738, -0.68052)  -0.34
S (6.41160, -4.30687, -1.14753)  1.11
O (6.98851, -3.15558, -0.52002)  -0.55
O (6.57567, -4.55882, -2.57405)  -0.59
F (7.36787, -5.51012, -0.57178)  -0.33

Atoms 1-2, force components in eV/Å:
-1.658 2.089 0.206
1.370 -1.278 0.542

The HOMO energy (alpha / beta) is -0.0676 / -0.0676 Ha. Its calculated total energy is -11925.0856 a.u. Its total charge is -4. The spin multiplicity is 2.